No. 1
Molecular formula: C54H51BrGe2KN5O4
Method: DFT, ωB97M-V/def2-TZVPD

Geometry as XYZ:
```
118
Properties=species:S:1:pos:R:3:forces:R:3
K 0.39692 0.25045 0.64699 -0.5 -0.2 -0.2
C 0.70571 1.19729 5.22575 0.0 0.0 0.0
C 0.78256 -0.02409 5.87060 0.0 0.0 0.0
C 0.33046 -1.15915 5.21595 0.0 0.0 0.0
C -0.19728 -1.01957 3.93661 0.0 0.0 0.0
N -0.28892 0.15632 3.32294 0.1 -0.1 0.0
C 0.17229 1.23403 3.94428 0.0 0.0 0.0
C -0.67627 -2.20920 3.17101 0.0 0.0 0.0
C -1.32591 -3.25687 3.81836 0.0 0.0 0.0
C -1.75700 -4.33348 3.06627 0.0 0.0 0.0
C -1.51467 -4.34400 1.70461 0.0 0.0 0.0
C -0.84858 -3.26105 1.13528 0.0 0.0 0.0
N -0.45752 -2.21207 1.85615 0.1 -0.1 0.1
C -0.58927 -3.21137 -0.33853 0.0 0.0 0.0
C -0.55591 -4.36883 -1.10907 0.0 0.0 0.0
C -0.41298 -4.25539 -2.48308 0.0 0.0 0.0
C -0.29511 -2.99775 -3.04565 0.0 0.0 0.0
C -0.29279 -1.90061 -2.19518 0.0 0.0 0.0
N -0.43475 -2.00207 -0.87832 0.0 0.0 0.0
H 1.07908 2.10263 5.68422 0.0 0.0 0.0
H 1.21377 -0.09925 6.86119 0.0 0.0 0.0
H 0.41685 -2.13600 5.67309 0.0 0.0 0.0
H 0.12586 2.16110 3.38504 0.0 0.0 0.0
H -1.51934 -3.20380 4.88079 0.0 0.0 0.0
H -2.29447 -5.14959 3.53240 0.0 0.0 0.0
H -1.87045 -5.15934 1.09124 0.0 0.0 0.0
H -0.63383 -5.34390 -0.64901 0.0 0.0 0.0
H -0.39517 -5.14359 -3.10254 0.0 0.0 0.0
H -0.20199 -2.85084 -4.11332 0.0 0.0 0.0
H -0.18069 -0.89765 -2.58965 0.0 0.0 0.0
O 6.38066 2.08573 1.43664 0.0 0.0 0.0
C 5.83751 1.76233 2.64482 0.0 0.0 0.0
C 6.64534 1.85907 3.77175 0.0 0.0 0.0
C 6.13741 1.51989 5.01775 0.0 0.0 0.0
C 4.82963 1.07077 5.13949 0.0 0.0 0.0
C 4.03026 0.98890 4.00547 0.0 0.0 0.0
C 4.50704 1.34523 2.75577 0.0 0.0 0.0
C 3.54897 1.30625 1.55146 0.1 0.0 0.1
O 2.34647 0.83497 1.80880 0.7 0.2 0.3
N 4.31023 0.44466 0.53571 0.0 0.0 0.0
N 3.77317 0.43448 -0.70157 0.0 0.0 0.0
C 3.76151 -0.67348 -1.33521 0.0 0.0 0.0
C 3.29707 -0.78186 -2.71204 0.0 0.0 0.0
Br 2.41657 0.74156 -3.41565 -0.1 0.0 0.0
C 3.39517 -1.86364 -3.49170 0.0 0.0 0.0
C 4.09804 -3.11838 -3.16591 0.0 0.0 0.0
C 5.33323 -3.14859 -2.51665 0.0 0.0 0.0
C 5.96202 -4.35414 -2.24308 0.0 0.0 0.0
C 5.37699 -5.55309 -2.62366 0.0 0.0 0.0
C 4.16212 -5.53609 -3.29543 0.0 0.0 0.0
C 3.53546 -4.33144 -3.56865 0.0 0.0 0.0
H 5.81255 1.66539 0.76285 0.0 0.0 0.0
H 7.66867 2.19213 3.65039 0.0 0.0 0.0
H 6.77231 1.59825 5.89270 0.0 0.0 0.0
H 4.43468 0.79224 6.10955 0.0 0.0 0.0
H 3.00187 0.65378 4.04485 0.0 0.0 0.0
H 3.56696 2.30966 1.07570 0.0 0.0 0.0
H 4.39825 -0.49383 0.93477 0.0 0.0 0.0
H 4.09741 -1.59898 -0.86256 0.0 0.0 0.0
H 2.90219 -1.83623 -4.45654 0.0 0.0 0.0
H 5.81510 -2.21873 -2.24372 0.0 0.0 0.0
H 6.91912 -4.35345 -1.73703 0.0 0.0 0.0
H 5.86908 -6.49283 -2.40827 0.0 0.0 0.0
H 3.70114 -6.46477 -3.60798 0.0 0.0 0.0
H 2.58783 -4.32151 -4.09362 0.0 0.0 0.0
C -2.51791 3.06936 2.61262 0.0 0.0 0.0
C -1.88335 2.56832 1.34806 0.1 0.0 0.0
O -2.27720 1.38383 0.91784 -0.2 0.1 -0.2
C -0.97308 3.35702 0.61630 0.0 0.0 0.0
C -0.55955 4.64486 1.05437 0.0 0.0 0.0
C 0.36848 5.38992 0.35582 0.0 0.0 0.0
C 0.92462 4.89848 -0.82117 0.0 0.0 0.0
C 0.51262 3.65277 -1.29972 0.0 0.0 0.0
C -0.42235 2.89620 -0.62321 0.0 -0.1 0.0
O -0.77608 1.68783 -1.15654 -0.1 0.2 -0.2
H -3.08412 2.25349 3.06190 0.0 0.0 0.0
H -3.20341 3.90254 2.41033 0.0 0.0 0.0
H -1.78939 3.42904 3.34540 0.0 0.0 0.0
H -0.98089 5.04574 1.96763 0.0 0.0 0.0
H 0.66617 6.36112 0.73340 0.0 0.0 0.0
H 1.66591 5.46976 -1.36458 0.0 0.0 0.0
H 0.92636 3.24660 -2.21432 0.0 0.0 0.0
C -5.86543 -0.21214 -0.80992 0.0 0.0 0.0
Ge -4.00479 -0.66598 -0.29336 0.0 0.0 0.0
C -4.00563 -0.89609 1.65473 0.0 0.0 0.0
C -3.76501 -2.50304 -0.99900 0.0 0.0 0.0
Ge -2.57619 1.17456 -1.14665 -0.1 0.0 0.2
C -2.40226 0.64984 -3.09738 0.1 0.1 0.0
C -1.37001 1.12115 -3.91414 0.0 0.0 0.0
C -1.25337 0.72772 -5.24152 0.0 0.0 0.0
C -2.17854 -0.14853 -5.79443 0.0 0.0 0.0
C -3.22474 -0.61348 -5.01062 0.0 0.0 0.0
C -3.32686 -0.21375 -3.68291 0.0 0.0 0.0
C -3.62835 2.83515 -1.22538 0.0 0.0 -0.1
C -3.48373 3.71315 -2.29597 0.0 0.0 0.0
C -4.19592 4.90570 -2.34540 0.0 0.0 0.0
C -5.07720 5.23028 -1.32501 0.0 0.0 0.0
C -5.23777 4.36169 -0.25284 0.0 0.0 0.0
C -4.51326 3.17929 -0.20517 0.0 0.0 0.0
H -6.55711 -0.84899 -0.25203 0.0 0.0 0.0
H -6.02549 -0.38637 -1.87551 0.0 0.0 0.0
H -6.10474 0.82996 -0.60125 0.0 0.0 0.0
H -4.62228 -1.75878 1.92249 0.0 0.0 0.0
H -4.39441 -0.00461 2.14548 0.0 0.0 0.0
H -2.98561 -1.04530 2.00809 0.0 0.0 0.0
H -4.75540 -2.95325 -1.10811 0.0 0.0 0.0
H -3.20211 -3.10552 -0.28533 0.0 0.0 0.0
H -3.25642 -2.54248 -1.96225 0.0 0.0 0.0
H -0.63145 1.78888 -3.48995 0.0 0.0 0.0
H -0.43288 1.10083 -5.84403 0.0 0.0 0.0
H -2.08708 -0.46099 -6.82803 0.0 0.0 0.0
H -3.96009 -1.29118 -5.42949 0.0 0.0 0.0
H -4.15502 -0.59569 -3.09623 0.0 0.0 0.0
H -2.79954 3.47060 -3.10170 0.0 0.0 0.0
H -4.05738 5.58281 -3.17982 0.0 0.0 0.0
H -5.63342 6.15939 -1.36067 0.0 0.0 0.0
H -5.92011 4.61110 0.55153 0.0 0.0 0.0
H -4.61981 2.52051 0.65004 0.0 0.0 0.0
```
Forces are in eV/Å.

The charge is -1. The highest occupied orbital energy (spin up / spin down) is -2.47 / -5.19 eV. The LUMO energy (spin up / spin down) comes out at 1.98 / 1.98 eV. Its spin multiplicity is 2. The value obtained for the HOMO-LUMO gap (spin up / spin down) is 4.45 / 7.17 eV. The largest force on an atom is 0.016 hartree/bohr. The total energy is -9990.9812 hartree.

Mulliken atomic charge list, values in e, 5 entries: 1.7545, -1.1229, -0.6535, -0.8821, 0.2357


No. 2
Molecular formula: C54H51IN6O3STeV
Method: DFT, ωB97M-V/def2-TZVPD

Geometry as XYZ:
```
118
Properties=species:S:1:pos:R:3:forces:R:3
V -1.74443 -0.08475 -1.46342 1.4 0.3 -0.4
C -2.10706 8.43178 -0.78960 0.0 0.0 0.0
C -1.73113 7.00052 -0.54146 0.0 0.1 0.0
C -1.46125 6.13968 -1.60154 0.0 0.0 0.0
C -1.14837 4.80834 -1.37998 0.0 0.1 0.1
C -1.09522 4.34514 -0.07139 -0.2 0.1 0.0
C -1.35037 5.18549 1.01108 0.1 0.0 -0.1
C -1.66114 6.50698 0.76491 0.0 0.0 0.0
S -0.80426 2.66301 0.23800 0.0 -0.1 0.0
O -0.03204 2.44175 1.41696 0.1 0.0 0.0
O -0.41285 2.04370 -1.01038 0.0 0.1 0.1
N -2.38373 2.18386 0.67305 0.0 -0.1 -0.2
C -3.34858 2.17841 -0.38862 0.2 0.1 0.1
C -4.37606 3.09682 -0.31114 -0.1 0.0 0.0
C -5.24118 3.22819 -1.38636 0.0 0.0 0.0
C -5.03468 2.43592 -2.50239 0.0 0.0 0.0
C -3.99647 1.52241 -2.49635 -0.1 -0.1 0.0
N -3.16472 1.38011 -1.45602 -0.3 0.5 0.3
H -1.72057 8.78415 -1.74368 0.0 0.0 0.0
H -1.73301 9.08117 -0.00062 0.0 0.0 0.0
H -3.19358 8.53553 -0.81231 0.0 0.0 0.0
H -1.49082 6.51811 -2.61484 0.0 0.0 0.0
H -0.93413 4.14079 -2.20181 0.0 0.0 0.0
H -1.28564 4.80806 2.02240 0.0 0.0 0.0
H -1.84876 7.17463 1.59560 0.0 0.0 0.0
H -4.46455 3.70003 0.58046 0.0 0.0 0.0
H -6.04621 3.94843 -1.35907 0.0 0.0 0.0
H -5.66992 2.50950 -3.37274 0.0 0.0 0.0
H -3.81441 0.87581 -3.34575 0.0 0.0 0.0
C -5.06798 -3.34562 1.37020 0.1 0.0 0.0
C -4.32521 -4.09269 0.46321 0.0 0.0 0.0
C -3.66932 -3.46737 -0.58444 0.0 0.0 0.1
C -3.76008 -2.08875 -0.70115 -0.1 0.3 -0.2
C -4.50495 -1.33037 0.18503 -0.1 0.1 0.0
C -5.16535 -1.96884 1.22468 0.0 0.0 0.0
N -3.01619 -1.46531 -1.78497 -0.6 -0.9 -0.3
N -3.24861 -1.99561 -2.89193 0.2 -0.1 -0.1
C -0.87904 -1.16576 -3.63840 -0.1 -0.1 0.2
C 0.08312 -1.63716 -4.74264 0.0 0.1 -0.1
C 1.23040 -0.70743 -4.97162 0.0 0.0 0.0
C 1.15387 0.57525 -4.61988 -0.1 0.0 0.1
C 0.08189 1.08316 -3.75163 0.1 0.0 0.0
C -0.86203 0.28735 -3.24404 -0.4 -0.1 -0.3
H -5.57749 -3.83859 2.18632 0.0 0.0 0.0
H -4.26512 -5.16754 0.56561 0.0 0.0 0.0
H -3.09217 -4.02898 -1.30688 0.0 0.0 0.0
H -4.61016 -0.26113 0.04655 0.0 0.0 0.0
H -5.76360 -1.38842 1.91411 0.0 0.0 0.0
H -0.45282 -1.72074 -5.69330 0.0 0.0 0.0
H 2.06509 -1.07781 -5.55357 0.0 0.0 0.0
H 1.94326 1.25835 -4.90426 0.0 0.0 0.0
H 0.17865 2.10247 -3.39884 0.0 0.0 0.0
I 2.03003 -4.07727 -4.93696 0.1 -0.1 0.0
C 0.31426 -3.06646 -4.21501 -0.1 0.0 0.1
C -0.95098 -3.84795 -4.54160 0.0 0.1 0.0
C -2.11777 -3.22005 -4.48011 0.0 0.0 0.0
C -2.26554 -1.78918 -3.98169 -0.1 -0.1 0.0
N -0.39556 -1.82185 -2.37373 0.1 0.1 -0.2
C 0.28762 -2.83564 -2.70811 0.0 -0.1 0.0
H -0.87793 -4.88715 -4.82846 0.0 0.0 0.0
H -3.04154 -3.73379 -4.70750 0.0 0.0 0.0
H -2.73410 -1.17631 -4.76072 0.0 0.0 0.0
H 0.73413 -3.51429 -1.98739 0.0 0.0 0.0
C 6.55567 -5.28214 1.13728 0.0 0.0 0.0
C 5.46060 -4.26283 1.01855 0.0 0.0 0.0
C 4.81817 -3.76561 2.14924 0.0 0.0 0.0
C 3.81033 -2.81770 2.06806 0.1 0.0 0.0
C 3.15256 -2.32591 3.32835 0.0 0.0 0.0
C 3.44562 -2.36674 0.79114 0.0 0.0 -0.2
Te 1.92142 -0.95599 0.63282 0.0 0.2 0.0
N -1.29298 -0.20104 0.25416 -0.1 -0.4 0.9
C -1.88175 -0.03615 1.34888 -0.1 0.4 0.0
O -2.48932 1.17811 1.64734 -0.1 0.0 0.1
C -2.02635 -0.99992 2.44749 0.0 0.0 0.0
C -1.55689 -2.29547 2.23629 0.0 0.0 0.0
C -1.68147 -3.24497 3.23525 0.0 0.0 0.0
C -2.27854 -2.90308 4.44239 0.0 0.0 0.0
C -2.74770 -1.61253 4.65321 0.0 0.0 0.0
C -2.62417 -0.65626 3.65896 0.0 0.0 0.0
C 2.84883 0.59399 1.69179 -0.1 0.0 0.0
C 2.28915 1.05494 2.88174 0.0 0.1 0.0
C 1.05227 0.48469 3.51361 0.0 0.0 0.0
C 2.92920 2.10913 3.52775 0.0 0.0 0.0
C 4.06631 2.70500 3.01023 0.0 0.0 0.0
C 4.73581 3.84811 3.71561 0.0 0.0 0.0
C 4.58200 2.22471 1.80568 0.0 0.0 0.0
C 3.99940 1.17078 1.12622 0.0 0.0 0.1
C 4.60828 0.69311 -0.16284 0.0 0.0 0.0
C 4.05621 -2.85282 -0.37406 0.1 -0.1 0.1
C 3.72356 -2.38924 -1.76634 0.0 0.0 0.0
C 5.06429 -3.79807 -0.22857 -0.1 0.1 0.0
H 6.70931 -5.58465 2.17055 0.0 0.0 0.0
H 7.49511 -4.87950 0.75673 0.0 0.0 0.0
H 6.32177 -6.17026 0.54988 0.0 0.0 0.0
H 5.10814 -4.13279 3.12611 0.0 0.0 0.0
H 3.41473 -2.96896 4.16569 0.0 0.0 0.0
H 2.06104 -2.32360 3.25197 0.0 0.0 0.0
H 3.47467 -1.31100 3.57089 0.0 0.0 0.0
H -1.12040 -2.55093 1.27794 0.0 0.0 0.0
H -1.32406 -4.25268 3.07246 0.0 0.0 0.0
H -2.38125 -3.64582 5.22184 0.0 0.0 0.0
H -3.20673 -1.35062 5.59641 0.0 0.0 0.0
H -2.98265 0.34948 3.82324 0.0 0.0 0.0
H 0.62018 -0.34541 2.95052 0.0 0.0 0.0
H 0.28624 1.25404 3.59764 0.0 0.0 0.0
H 1.27123 0.11267 4.51599 0.0 0.0 0.0
H 2.51557 2.47237 4.46111 0.0 0.0 0.0
H 4.23178 4.09144 4.64819 0.0 0.0 0.0
H 4.73992 4.73839 3.08554 0.0 0.0 0.0
H 5.77510 3.60680 3.94042 0.0 0.0 0.0
H 5.46560 2.69022 1.38513 0.0 0.0 0.0
H 5.37010 1.39140 -0.50293 0.0 0.0 0.0
H 3.86789 0.60983 -0.96415 0.0 0.0 0.0
H 5.08243 -0.28199 -0.03607 0.0 0.0 0.0
H 2.83568 -1.75422 -1.82750 0.0 0.0 0.0
H 3.56103 -3.24402 -2.42217 0.0 0.0 0.0
H 4.54882 -1.81213 -2.18711 0.0 0.0 0.0
H 5.55458 -4.17622 -1.11836 0.0 0.0 0.0
```
Forces are in eV/Å.

The charge is +2. The highest occupied orbital energy (spin up / spin down) is -12.23 / -12.22 eV. The LUMO energy (spin up / spin down) comes out at -4.96 / -7.39 eV. Its spin multiplicity is 2. The value obtained for the HOMO-LUMO gap (spin up / spin down) is 7.27 / 4.84 eV. The largest force on an atom is 0.030 hartree/bohr. The total energy is -4549.8276 hartree.

Mulliken atomic charge list, values in e, 5 entries: -0.2333, -1.5155, 1.0001, -1.0559, -0.0755